{
  "formula": "C69H124O57",
  "method": "ωB97M-V/def2-TZVPD",
  "species": ["C", "C", "O", "C", "O", "O", "H", "H", "H", "H", "C", "C", "O", "C", "O", "O", "H", "H", "H", "H", "C", "C", "C", "O", "C", "O", "O", "H", "H", "H", "H", "H", "H", "C", "C", "C", "O", "C", "O", "O", "H", "H", "H", "H", "H", "H", "C", "C", "C", "O", "C", "O", "O", "H", "H", "H", "H", "H", "H", "C", "C", "C", "O", "C", "O", "O", "H", "H", "H", "H", "H", "H", "C", "C", "C", "O", "C", "O", "O", "H", "H", "H", "H", "H", "H", "C", "O", "C", "O", "O", "C", "H", "H", "H", "H", "H", "H", "C", "O", "C", "O", "O", "C", "H", "H", "H", "H", "H", "H", "C", "O", "C", "O", "O", "C", "H", "H", "H", "H", "H", "H", "C", "O", "C", "O", "O", "C", "H", "H", "H", "H", "H", "H", "C", "O", "C", "O", "O", "C", "H", "H", "H", "H", "H", "H", "C", "C", "O", "C", "O", "O", "C", "H", "H", "H", "H", "H", "H", "H", "H", "C", "C", "O", "C", "O", "O", "C", "H", "H", "H", "H", "H", "H", "H", "H", "C", "C", "O", "C", "O", "O", "C", "H", "H", "H", "H", "H", "H", "H", "H", "C", "C", "O", "C", "O", "O", "C", "H", "H", "H", "H", "H", "H", "H", "H", "C", "C", "O", "C", "O", "O", "C", "H", "H", "H", "H", "H", "H", "H", "H", "C", "C", "O", "C", "O", "O", "C", "H", "H", "H", "H", "H", "H", "H", "H", "C", "C", "O", "C", "O", "O", "C", "H", "H", "H", "H", "H", "H", "H", "H"],
  "positions_angstrom": [[1.5283, -1.4031, 6.5202], [2.9912, -1.0704, 6.5509], [3.4405, -1.2348, 5.2463], [2.4396, -1.5443, 4.4380], [2.5511, -1.8184, 3.2473], [1.3233, -1.5511, 5.1149], [0.8698, -0.6901, 7.0162], [1.4546, -2.3866, 6.9843], [3.4236, -1.7607, 7.2752], [3.0406, -0.0257, 6.8578], [-1.2534, 0.3421, -2.9487], [-0.0679, 0.4396, -3.8948], [0.0208, 1.7803, -4.1486], [-0.6927, 2.5513, -3.2689], [-0.7499, 3.7662, -3.2513], [-1.5143, 1.7115, -2.5833], [-0.9528, -0.1625, -2.0305], [-2.1632, -0.1083, -3.3456], [-0.3769, -0.2299, -4.6975], [0.8433, 0.1440, -3.3746], [-7.4270, 3.9499, 0.6734], [-6.2390, 3.1508, 1.1886], [-6.1125, 2.6476, 2.6152], [-5.9618, 1.2721, 2.5432], [-6.1189, 0.8868, 1.3056], [-6.0082, -0.2516, 0.9697], [-6.3783, 1.8768, 0.5283], [-7.4531, 4.9455, 1.1163], [-8.3425, 3.4500, 0.9895], [-7.4297, 4.1297, -0.4017], [-5.2296, 3.5033, 0.9766], [-6.9684, 3.0214, 3.1770], [-5.1456, 2.9910, 2.9831], [2.8421, -7.5943, 5.7342], [2.8752, -6.0992, 5.2353], [3.3119, -4.9693, 6.1233], [4.3375, -4.3685, 5.4315], [4.5390, -5.0081, 4.2164], [5.3216, -4.6780, 3.3637], [3.7698, -6.0648, 4.2259], [3.8090, -7.9343, 6.1050], [2.5614, -8.2882, 4.9418], [2.1453, -7.7161, 6.5635], [1.9103, -5.9020, 4.7682], [3.6125, -5.4205, 7.0689], [2.5171, -4.2265, 6.1922], [3.4419, -3.5007, -6.5929], [2.9751, -3.4687, -5.0917], [4.0693, -3.9262, -4.1188], [4.3398, -2.7940, -3.3956], [3.4462, -1.8358, -3.6703], [3.5080, -0.7057, -3.2027], [2.7862, -2.1447, -4.7709], [4.4876, -3.2239, -6.7273], [2.9257, -2.9893, -7.4054], [3.3496, -4.5608, -6.8289], [2.0391, -4.0209, -5.0072], [4.8581, -4.2924, -4.7760], [3.7307, -4.7034, -3.4338], [-2.0785, 0.6590, 6.6497], [-1.4654, 1.9456, 5.9896], [-0.8945, 3.0448, 6.8589], [0.4840, 3.1123, 6.6296], [0.8108, 2.1777, 5.8001], [2.0270, 1.9684, 5.5435], [-0.2676, 1.5575, 5.3324], [-2.9804, 0.8453, 7.2327], [-1.3369, 0.2280, 7.3223], [-2.2047, -0.1414, 5.9206], [-2.0746, 2.3432, 5.1779], [-1.1070, 2.8500, 7.9101], [-1.2261, 4.0570, 6.6273], [7.4929, -1.1063, -3.5766], [7.9917, -1.8539, -4.8082], [9.4711, -1.8256, -4.9912], [9.7843, -3.1549, -5.2728], [8.7356, -3.9146, -5.0180], [8.9002, -5.1236, -4.9405], [7.7010, -3.1700, -4.6765], [6.4697, -1.3866, -3.3267], [7.6113, -0.0238, -3.5276], [8.1289, -1.5183, -2.7931], [7.4557, -1.3968, -5.6400], [9.9286, -1.5497, -4.0411], [9.8310, -1.2289, -5.8294], [3.5457, 6.0741, 0.1634], [3.5093, 4.7867, -0.3936], [3.7814, 4.6336, -1.6724], [4.0621, 5.4635, -2.4851], [3.6803, 3.3279, -2.0693], [3.3530, 2.2247, -1.2312], [2.9399, 6.8022, -0.3760], [4.5302, 6.5019, -0.0256], [3.3740, 6.1508, 1.2370], [2.3669, 2.3909, -0.7974], [4.1418, 1.9520, -0.5302], [3.0544, 1.3995, -1.8777], [-9.0829, -0.7282, 4.4263], [-7.7749, -1.2725, 4.3743], [-7.4758, -2.5739, 4.3624], [-8.3049, -3.4662, 4.4869], [-6.1796, -2.7820, 3.9954], [-5.1560, -1.8966, 3.9725], [-9.4314, -0.5028, 5.4342], [-9.8865, -1.3202, 3.9881], [-9.0491, 0.2042, 3.8628], [-4.2470, -2.4625, 3.7689], [-4.9824, -1.5148, 4.9786], [-5.3785, -1.1245, 3.2360], [3.9426, -6.0259, 0.5503], [4.5344, -5.7496, -0.6372], [5.8261, -6.0392, -0.7310], [6.6068, -6.4335, 0.1378], [6.1808, -6.0067, -2.0302], [7.5244, -6.3484, -2.4663], [2.9543, -5.5663, 0.5548], [4.3955, -5.5036, 1.3931], [3.8213, -7.1006, 0.6858], [7.4858, -6.5726, -3.5323], [7.8797, -7.1896, -1.8711], [8.0576, -5.4262, -2.2356], [0.2641, -4.4866, -0.9003], [0.4173, -3.7171, -2.0600], [-0.3367, -4.0777, -3.0925], [-0.7344, -5.2456, -3.2681], [-0.4751, -3.0084, -3.8930], [-0.9562, -3.1348, -5.2458], [0.5283, -3.9640, 0.0191], [1.0542, -5.2358, -0.8491], [-0.5948, -5.1512, -0.8072], [-0.3417, -2.5268, -5.9097], [-2.0044, -2.8615, -5.3665], [-0.9094, -4.1668, -5.5936], [-2.2488, 5.1802, -5.6952], [-3.2982, 4.7840, -4.7881], [-4.2584, 3.9178, -5.2268], [-4.3154, 3.5416, -6.4159], [-5.0907, 3.4761, -4.2422], [-5.0653, 3.7654, -2.8837], [-1.5261, 5.7100, -5.0747], [-2.6401, 5.8330, -6.4754], [-1.6359, 4.3453, -6.0350], [-4.9357, 2.8235, -2.3507], [-6.0687, 4.1092, -2.6325], [-4.3021, 4.4717, -2.5570], [-1.6717, 0.3034, 2.5424], [-1.5746, 0.7110, 1.1103], [-0.7801, -0.1413, 0.3210], [0.5358, -0.1877, 0.4975], [1.2176, 0.5971, 1.2365], [1.0293, -1.2638, -0.2032], [2.3188, -1.6984, -0.0838], [-2.1608, 1.0748, 3.1372], [-0.6954, 0.2928, 3.0270], [-2.1262, -0.6702, 2.7262], [-1.2385, 1.7308, 0.9227], [-2.5518, 0.7083, 0.6274], [2.9530, -1.0731, -0.7122], [2.3617, -2.6883, -0.5380], [2.7613, -1.6635, 0.9118], [-5.0282, -0.1306, -3.9837], [-6.0495, -0.1597, -5.1258], [-5.6459, 0.5349, -6.3032], [-6.5446, 0.8966, -7.3411], [-6.2878, 1.8365, -8.1087], [-7.6894, 0.1585, -7.3057], [-8.6601, 0.2714, -8.2994], [-5.4385, -0.6784, -3.1354], [-4.7486, 0.9034, -3.7818], [-4.1394, -0.6428, -4.3524], [-6.9672, 0.2977, -4.7559], [-6.2255, -1.2005, -5.3974], [-9.3302, -0.5882, -8.3019], [-8.2783, 0.2917, -9.3201], [-9.2542, 1.1714, -8.1405], [-1.0761, -3.8635, 3.9078], [-1.8651, -4.3076, 2.7031], [-2.2875, -3.1532, 2.0083], [-3.0321, -3.2699, 0.8645], [-3.4911, -4.2893, 0.2421], [-3.1285, -1.9881, 0.4070], [-3.6947, -1.6060, -0.8040], [-1.5775, -3.1727, 4.5856], [-0.2875, -3.2476, 3.4756], [-0.5633, -4.6961, 4.3894], [-2.7501, -4.8618, 3.0161], [-1.1880, -4.9108, 2.0983], [-4.7214, -1.9663, -0.8689], [-3.3497, -1.9324, -1.7851], [-3.8802, -0.5319, -0.7920], [1.1466, 4.8004, 2.4809], [-0.2469, 4.2903, 2.7835], [-1.1142, 5.3458, 2.2075], [-2.1511, 4.9648, 1.5712], [-2.5829, 3.8023, 1.5631], [-2.7027, 6.0407, 0.9523], [-3.9566, 5.9278, 0.2142], [1.3614, 4.7202, 1.4153], [1.8148, 4.0760, 2.9464], [1.5167, 5.7917, 2.7426], [-0.4907, 4.2426, 3.8448], [-0.3362, 3.3388, 2.2592], [-4.8073, 5.5323, 0.7693], [-3.8569, 5.4530, -0.7619], [-4.2629, 6.9552, 0.0176], [6.2862, -2.0658, -0.2671], [6.4341, -1.7399, 1.2571], [5.6300, -0.5672, 1.5840], [6.2673, 0.6260, 1.7297], [7.4889, 0.8590, 1.8709], [5.3187, 1.5796, 1.8554], [3.9741, 1.4176, 2.2751], [6.8910, -2.9501, -0.4682], [6.5574, -1.1863, -0.8511], [5.2606, -2.3955, -0.4328], [7.4518, -1.7301, 1.6476], [5.9388, -2.5755, 1.7517], [3.7512, 2.3650, 2.7659], [3.8156, 0.5710, 2.9430], [3.3430, 1.0919, 1.4482], [-3.4551, 5.7803, 4.8211], [-4.2600, 5.2688, 6.0015], [-4.4847, 3.8793, 5.7666], [-5.5890, 3.3041, 6.1715], [-6.5365, 3.8912, 6.6125], [-5.4322, 2.0228, 6.0154], [-6.4422, 1.1296, 6.4912], [-3.7593, 5.4065, 3.8434], [-2.4529, 5.3888, 4.9951], [-3.4020, 6.8651, 4.7285], [-5.1657, 5.8711, 6.0714], [-3.6145, 5.4791, 6.8543], [-6.6245, 0.2500, 5.8738], [-7.4312, 1.5583, 6.6528], [-5.9635, 0.6680, 7.3548], [5.6832, 1.5294, -5.6116], [4.7438, 2.6028, -5.0544], [3.6298, 2.8455, -5.9297], [3.0273, 4.0782, -5.9615], [3.2371, 5.0754, -5.2566], [2.0768, 4.0091, -6.9181], [1.3291, 5.1770, -7.3947], [6.1060, 1.9560, -6.5212], [5.1640, 0.5995, -5.8437], [6.4407, 1.4204, -4.8354], [5.3134, 3.5254, -4.9431], [4.3871, 2.2724, -4.0788], [0.6726, 5.4949, -6.5847], [0.7492, 4.8744, -8.2666], [1.9518, 6.0307, -7.6623]],
  "mulliken_charge": [-0.20, -0.45, -0.20, -0.01, -0.35, 0.22, -0.11, 0.39, 0.28, 0.39, 1.87, 0.40, -0.22, 0.22, -0.53, 0.06, -0.77, -0.92, 0.14, -0.15, -1.53, 1.37, 0.18, 0.23, 0.03, -0.59, -0.43, 0.42, 0.44, 0.22, -0.40, 0.26, -0.32, -1.65, 0.43, 0.43, -0.37, 0.63, -0.56, -0.35, 0.40, 0.37, 0.41, 0.04, 0.35, -0.23, -1.63, 0.84, -0.15, 0.29, 0.13, -0.53, -0.20, 0.29, 0.32, 0.47, 0.02, 0.21, 0.08, -1.43, 0.78, -0.48, -0.37, 0.26, -0.61, 0.63, 0.38, 0.46, 0.15, -0.19, 0.35, 0.20, -1.10, 0.56, -0.45, -0.37, 0.49, -0.60, -0.05, -0.30, 0.41, 0.54, 0.22, 0.31, 0.32, -0.98, -0.21, 0.40, -0.59, -0.12, -0.50, 0.38, 0.41, 0.29, 0.32, 0.66, -0.15, -0.78, -0.16, 0.62, -0.62, -0.37, 0.25, 0.33, 0.38, 0.20, -0.01, 0.26, -0.15, -0.40, -0.04, 0.70, -0.62, -0.23, -0.67, -0.09, 0.22, 0.40, 0.21, 0.35, 0.23, -1.05, 0.00, 0.51, -0.66, 0.23, -1.09, 0.21, 0.31, 0.54, 0.33, 0.26, 0.42, -0.95, -0.29, 0.74, -0.58, -0.33, -0.28, 0.34, 0.44, 0.33, 0.07, 0.11, 0.29, 0.62, 0.08, -0.09, 0.03, -0.15, 0.37, -0.37, -0.17, -0.08, -0.29, 0.33, -0.55, 0.12, -0.08, 0.00, 0.04, -0.56, -0.18, 0.54, -0.53, -0.26, -0.69, 0.34, -0.18, -0.13, 0.35, 0.36, 0.25, 0.29, 0.29, -0.90, -0.51, 0.41, 0.15, -0.67, 0.45, -1.13, 0.23, 0.09, 0.42, 0.31, 0.34, 0.45, 0.35, 0.20, -1.76, 1.55, -0.44, 0.38, 0.15, -0.47, -0.23, 0.43, 0.33, 0.47, -0.31, -0.53, 0.08, 0.14, 0.39, -0.11, -0.54, 0.01, 0.62, -0.65, -0.44, 0.27, 0.33, 0.13, -0.23, 0.48, 0.00, 0.10, 0.06, -0.10, -0.29, -0.56, 0.06, 0.58, -0.63, -0.04, -0.42, -0.14, -0.18, 0.50, 0.41, 0.28, -0.21, 0.42, 0.31, -0.98, 0.26, -0.30, 0.76, -0.58, -0.31, -0.50, 0.49, 0.14, 0.20, 0.47, -0.32, 0.12, 0.26, 0.33],
  "homo_lumo_gap_ev": 9.528,
  "lumo_ev": -0.1,
  "max_force_ha_per_bohr": 0.1104,
  "homo_ev": -9.7,
  "relative_energy_kcal_mol": 0.0
}